a | Density functional theory data (ωB97M-V/def2-TZVPD) for C6H12 in the gas phase.

```
18
C6H12 (ωB97M-V/def2-TZVPD)
C 1.81344 0.02658 -1.01102
C 2.05216 -0.37518 0.41962
C 0.97798 -1.04532 -0.38119
C -0.48369 -0.80882 -0.02423
C -0.96965 0.65235 -0.08694
C -2.26262 0.90050 0.69110
H 1.36170 1.00000 -1.18204
H -0.20605 1.33319 0.31115
H 2.50019 -0.27679 -1.79441
H 1.68666 0.31041 1.17972
H 2.95649 -0.91237 0.70002
H 1.22705 -2.05850 -0.69160
H -0.61926 -1.19340 0.99602
H -1.11491 -1.41437 -0.68936
H -1.11890 0.95970 -1.13107
H -3.08610 0.27065 0.33927
H -2.59186 1.94253 0.59865
H -2.12265 0.68886 1.75632
```

Results
structure (SMILES)	CCCC1CC1

Löwdin analysis output, partial charges in e: -0.1331, -0.1288, -0.3093, -0.1838, -0.2750, -0.1215, 0.0876, 0.0974, 0.0954, 0.0970, 0.0967, 0.1301, 0.1129, 0.1128, 0.1109, 0.0709, 0.0689, 0.0710

b | Density functional theory data (ωB97M-V/def2-TZVPD) for a molecular structure, C6H12.

```
18
C6H12 (ωB97M-V/def2-TZVPD)
C 2.35462 0.01268 -0.02720
C 1.34081 0.84019 -0.61970
C -0.21564 0.20962 -0.99123
C -0.92650 -0.36328 0.19113
C -0.16520 -1.22925 0.97804
C -2.34073 0.23007 0.39347
H 2.85268 0.41725 0.86186
H 3.21488 -0.12782 -0.69356
H 0.98587 -1.01799 0.95319
H 1.06958 1.86818 -0.14755
H 1.62787 1.08809 -1.65539
H -0.69415 1.13135 -1.32528
H -0.00133 -0.53658 -1.75479
H -0.47835 -0.10336 1.42086
H -0.55184 -2.06422 1.63066
H -2.44159 0.06766 1.48890
H -2.55897 1.26849 0.14669
H -3.16555 -0.30793 -0.09873
```

Löwdin analysis output, partial charges in e: -0.2129, -0.3206, -0.1338, -0.3767, 0.0286, -0.0401, 0.0065, 0.0117, 0.0769, 0.1182, 0.0839, 0.0909, 0.1179, 0.1738, 0.1222, 0.0823, 0.0826, 0.0887

Winner for stability: a